{"formula": "C30H30N6", "method": "ωB97M-V/def2-TZVPD", "species": ["C", "C", "C", "N", "C", "C", "H", "H", "H", "H", "H", "C", "C", "C", "N", "C", "C", "H", "H", "H", "H", "H", "C", "C", "C", "N", "C", "C", "H", "H", "H", "H", "H", "C", "C", "C", "N", "C", "C", "H", "H", "H", "H", "H", "C", "C", "C", "N", "C", "C", "H", "H", "H", "H", "H", "C", "C", "C", "N", "C", "C", "H", "H", "H", "H", "H"], "coordinates": [[-3.92016, 0.70394, 1.75671], [-4.80957, 1.63209, 2.25469], [-4.85649, 1.78309, 3.64462], [-4.07320, 1.09845, 4.48841], [-3.22835, 0.19652, 3.96758], [-3.19609, -0.10282, 2.62169], [-3.88151, 0.51330, 0.69005], [-5.32856, 2.36791, 1.65547], [-5.42373, 2.52700, 4.19097], [-2.68321, -0.40177, 4.68796], [-2.47660, -0.78381, 2.18486], [-1.48609, 5.96164, 1.10499], [-2.09176, 4.98764, 1.90679], [-2.84441, 5.41306, 2.97343], [-3.06894, 6.71887, 3.22832], [-2.45076, 7.62093, 2.46043], [-1.68797, 7.29840, 1.36904], [-0.89738, 5.61623, 0.26402], [-1.92692, 3.93409, 1.72297], [-3.55274, 4.77504, 3.49118], [-2.64454, 8.63744, 2.78255], [-1.13595, 7.99296, 0.74911], [0.40331, -0.26239, 1.19932], [-0.04520, 0.83646, 0.47826], [0.27552, 0.94595, -0.88101], [1.06104, 0.07109, -1.49750], [1.43828, -1.01216, -0.81581], [1.15781, -1.22104, 0.52258], [0.22812, -0.24262, 2.26713], [-0.57186, 1.62944, 0.99244], [0.07084, 1.87343, -1.40202], [2.07102, -1.73459, -1.31868], [1.43231, -2.17591, 0.95204], [-2.14247, 3.36429, -6.10213], [-0.94409, 2.74308, -5.73355], [-0.70596, 2.56900, -4.38801], [-1.59919, 2.86905, -3.44900], [-2.71181, 3.53184, -3.77675], [-2.96089, 3.84243, -5.11254], [-2.38915, 3.51004, -7.14500], [-0.31713, 2.34140, -6.51748], [0.22263, 2.17084, -3.99016], [-3.37040, 3.77032, -2.95509], [-3.89454, 4.36170, -5.30694], [2.41464, -6.84379, -2.36923], [1.30409, -6.05789, -2.58217], [1.34259, -4.72696, -2.17913], [2.46950, -4.13033, -1.84333], [3.59008, -4.84866, -1.72009], [3.57546, -6.23805, -1.87294], [2.46955, -7.92325, -2.41952], [0.37202, -6.55388, -2.82541], [0.40177, -4.19395, -2.10408], [4.46697, -4.29907, -1.40711], [4.45422, -6.76178, -1.51973], [4.32749, -5.46508, 1.72217], [3.62070, -4.35690, 2.14314], [4.38403, -3.21864, 2.44174], [5.71357, -3.15805, 2.40797], [6.34074, -4.28778, 2.06102], [5.72053, -5.48584, 1.73553], [3.80582, -6.35803, 1.39087], [2.56097, -4.39232, 2.34358], [3.93704, -2.33062, 2.88086], [7.42588, -4.25619, 2.01957], [6.25911, -6.38481, 1.48035]], "spin_multiplicity": 1, "smiles": "c1ccncc1.c1ccncc1.c1ccncc1.c1ccncc1.c1ccncc1.c1ccncc1", "relative_energy_kj_mol": 168.96, "gap_ev": 9.9}